[1]
Below is the molecule C8H13ClF3NO2S at a distorted geometry, with properties calculated with ωB97M-V with the def2-TZVPD basis set.

ORCA input file:
```
! RIJCOSX wB97M-V def2-TZVPD def2/J DEFGRID3
* xyz 0 1
N 0.9904 -1.7683 1.1908
C 0.6215 -1.0573 -0.0531
O 0.2481 -2.0506 -1.0200
O 1.9224 -0.6088 -0.5518
C 2.2925 0.4965 0.3181
C 3.5517 1.1069 -0.4879
F 4.7340 0.4929 -0.0362
F 3.3513 0.8735 -1.8570
F 3.7110 2.4850 -0.2655
C 0.9493 1.3699 0.3037
Cl 0.8904 2.4301 1.7885
C -0.2081 0.2911 0.0511
C -1.4193 0.4021 1.0703
C -2.7656 -0.2881 0.5396
C -3.2844 0.3598 -0.8292
S -2.8351 -0.6049 -2.3514
H 1.5864 -2.5504 0.8753
H 0.1714 -2.1483 1.6810
H 0.9829 -2.1641 -1.6559
H 2.7310 0.2111 1.3310
H 1.0061 2.0007 -0.6315
H -0.5824 0.5319 -0.9887
H -1.1763 0.0631 2.1291
H -1.6635 1.5182 1.1613
H -2.6604 -1.4168 0.4977
H -3.5712 -0.0571 1.3206
H -4.4267 0.3816 -0.7559
H -2.9455 1.4355 -0.9272
H -2.2016 -1.7354 -1.8464
*
```

Properties
Kohn-Sham gap ... 9.7083 eV
SMILES string ... N[C@]1(O)O[C@@H](C(F)(F)F)[C@H](Cl)[C@@H]1CCCS
LUMO level ... 0.62 eV
HOMO level ... -9.091 eV
DFT total energy ... -45601.159 eV

Partial charges, Mulliken, in e: atom 1 (N): -0.575, atom 2 (C): 0.431, atom 3 (O): -0.524, atom 4 (O): -0.531, atom 5 (C): -0.380, atom 6 (C): 0.704, atom 7 (F): -0.265, atom 8 (F): -0.248, atom 9 (F): -0.262, atom 10 (C): -0.184, atom 11 (Cl): -0.186, atom 12 (C): 0.590, atom 13 (C): -1.065, atom 14 (C): -0.623, atom 15 (C): -0.582, atom 16 (S): -0.237, atom 17 (H): 0.314, atom 18 (H): 0.271, atom 19 (H): 0.337, atom 20 (H): 0.284, atom 21 (H): 0.374, atom 22 (H): 0.124, atom 23 (H): 0.404, atom 24 (H): 0.408, atom 25 (H): 0.315, atom 26 (H): 0.335, atom 27 (H): 0.346, atom 28 (H): 0.317, atom 29 (H): 0.109

=====

[2]
Below is the ion C4H11N2 with charge +1 at a distorted geometry, with properties calculated with ωB97M-V with the def2-TZVPD basis set.

ORCA input file:
```
! RIJCOSX wB97M-V def2-TZVPD def2/J DEFGRID3
* xyz 1 1
C -0.4980 0.1425 -1.2688
C 1.5371 0.4663 -0.4821
C -0.5824 0.4542 0.4094
C -1.2827 -0.7378 1.0950
N 0.8563 -0.4371 -1.3963
N 0.8176 0.1539 0.7543
H -1.1984 -0.6043 -1.7559
H -0.7300 0.9932 -1.8178
H 2.5185 0.1472 -0.4198
H 1.3895 1.4343 -0.8931
H -0.9069 1.4102 0.4864
H -0.6885 -1.5755 1.1307
H -2.2379 -1.1211 0.5315
H -1.4569 -0.3192 2.0750
H 1.0024 -0.4841 -2.3835
H 1.0366 -0.8924 0.7511
H 1.1906 0.6740 1.5246
*
```

Properties
Kohn-Sham gap ... 11.0716 eV
Energy relative to the best compared isomer or geometry (same formula, charge and spin) ... 72.8 kcal per mole
SMILES string ... C[C@@H]1CNC[NH2+]1
LUMO level ... -3.24 eV
HOMO level ... -14.311 eV
DFT total energy ... -7297.790 eV

Partial charges, Mulliken, in e: atom 1 (C): -0.685, atom 2 (C): -0.584, atom 3 (C): -0.124, atom 4 (C): -1.297, atom 5 (N): -0.454, atom 6 (N): -0.140, atom 7 (H): 0.380, atom 8 (H): 0.390, atom 9 (H): 0.391, atom 10 (H): 0.406, atom 11 (H): 0.540, atom 12 (H): 0.427, atom 13 (H): 0.324, atom 14 (H): 0.404, atom 15 (H): 0.272, atom 16 (H): 0.442, atom 17 (H): 0.308

=====

- Which formula does entry 1 have?
  C8H13ClF3NO2S